# 1
Computed, not measured: 9 unconnected molecules or ions with the total composition C61H65BF11NO4PSi, with ωB97M-V/def2-TZVPD.

Summary:
Orbital gap: 4.71 eV
Net charge: -1
DFT total energy: -4473.141099 hartree
2S+1: 1

Each line ends with the Mulliken charge.
CARTESIAN COORDINATES (ANGSTROEM)
C1 -1.9142 -4.9225 -9.0502  -0.859
C2 -1.6347 -3.4136 -8.4545  -0.356
P1 -0.8852 -3.3895 -6.6859  -0.149
C3 -0.7350 -5.1425 -5.9386  -0.368
C4 0.4167 -6.0914 -6.6454  -0.792
B1 0.7779 -2.4266 -6.6385  1.322
O1 1.4300 -2.9493 -5.3859  -1.014
C5 1.0851 -1.8980 -4.4205  -0.595
N1 1.4692 -2.0128 -2.9682  0.569
C6 0.1960 -2.3384 -2.1591  0.587
O2 -0.5374 -3.4632 -2.3674  -0.426
F1 -0.3024 -1.4652 -1.0385  -0.313
C7 2.3936 -3.1700 -2.6748  0.530
O3 3.5292 -2.8887 -1.9775  -0.564
F2 2.1759 -4.5955 -3.0084  -0.218
C8 1.4417 -0.5535 -5.2846  1.484
C9 2.9490 -0.3182 -5.8824  -1.310
C10 4.1289 -1.2089 -5.1761  0.278
F3 5.4159 -0.4447 -5.3844  -0.341
Si1 0.9800 1.0925 -4.3924  0.492
C11 1.0567 2.6524 -5.5458  -1.020
C12 2.3709 1.3837 -3.0371  -0.729
C13 -0.6921 1.0056 -3.4266  -0.842
O4 0.6931 -0.9269 -6.5314  -0.792
H1 -0.9430 -5.5469 -9.2418  0.208
H2 -2.6865 -5.4744 -8.3434  0.215
H3 -2.4864 -4.7637 -10.0831  0.315
H4 -2.6631 -2.8582 -8.4015  0.281
H5 -0.8363 -2.8716 -9.1501  0.226
H6 -0.4407 -5.0550 -4.7862  -0.014
H7 -1.7393 -5.7684 -5.9512  0.422
H8 0.6546 -5.6905 -7.7440  0.102
H9 1.4318 -6.1399 -6.0212  0.198
H10 -0.0436 -7.1710 -6.7944  0.257
H11 1.5946 -2.6456 -7.4806  -0.444
H12 -0.1045 -1.8322 -4.3589  0.212
H13 3.0477 -0.4853 -7.0479  0.218
H14 3.2302 0.8226 -5.6858  0.101
H15 4.0304 -1.3421 -4.0181  -0.078
H16 4.2530 -2.2189 -5.7711  0.159
H17 1.9336 2.5486 -6.3321  0.241
H18 1.3428 3.5683 -4.8488  0.282
H19 0.0225 2.9113 -6.0522  0.251
H20 3.2152 1.9924 -3.5988  0.243
H21 2.8503 0.3214 -2.7973  0.130
H22 1.9451 1.9271 -2.0876  0.339
H23 -1.2722 2.0405 -3.3875  0.373
H24 -0.4077 0.7600 -2.3002  0.026
H25 -1.3742 0.1884 -3.9190  0.221
F4 5.7884 -4.4844 1.7563  -0.304
C14 4.4771 -4.6119 1.9992  0.369
C15 4.0423 -4.8564 3.2971  -0.019
C16 2.6767 -4.9841 3.5513  -0.504
C17 1.7611 -4.8766 2.5016  -0.530
C18 2.2078 -4.6361 1.2014  -0.634
C19 3.5725 -4.4973 0.9495  -0.381
H26 4.7686 -4.9452 4.0984  0.078
H27 2.3260 -5.1677 4.5638  0.366
H28 0.6964 -4.9807 2.6995  0.436
H29 1.4936 -4.5568 0.3853  0.537
H30 3.9365 -4.3012 -0.0536  0.545
F5 -3.3186 0.1495 -2.8307  -0.130
C20 -4.1864 0.4713 -1.8621  0.242
C21 -5.5340 0.6183 -2.1720  -0.550
C22 -6.4386 0.9482 -1.1628  -0.598
C23 -5.9833 1.1384 0.1442  -0.623
C24 -4.6280 0.9935 0.4442  -0.688
C25 -3.7254 0.6527 -0.5629  -0.046
H31 -5.8680 0.4749 -3.1944  0.436
H32 -7.4954 1.0578 -1.3932  0.386
H33 -6.6886 1.4001 0.9301  0.502
H34 -4.2753 1.1461 1.4614  0.514
H35 -2.6699 0.5273 -0.3456  0.532
F6 -4.5856 4.7431 0.5511  -0.345
C26 -5.4533 5.0649 1.5196  0.107
C27 -6.8009 5.2119 1.2098  -0.372
C28 -7.7056 5.5418 2.2189  -0.511
C29 -7.2502 5.7320 3.5260  -0.450
C30 -5.8949 5.5871 3.8260  0.397
C31 -4.9924 5.2463 2.8189  -0.549
H36 -7.1349 5.0685 0.1874  0.451
H37 -8.7624 5.6514 1.9885  0.373
H38 -7.9555 5.9937 4.3119  0.325
H39 -5.5423 5.7397 4.8432  -0.008
H40 -3.9368 5.1209 3.0361  0.624
F7 7.5801 1.8219 -8.8230  -0.301
C32 8.3687 1.2913 -7.8789  0.267
C33 9.7313 1.1573 -8.1215  -0.360
C34 10.5535 0.6097 -7.1368  -0.373
C35 10.0015 0.1917 -5.9235  -0.394
C36 8.6318 0.3256 -5.6914  -0.432
C37 7.8117 0.8835 -6.6719  -0.362
H41 10.1410 1.4799 -9.0731  0.389
H42 11.6214 0.5078 -7.3136  0.342
H43 10.6425 -0.2395 -5.1574  0.344
H44 8.2037 -0.0042 -4.7479  0.370
H45 6.7464 1.0033 -6.5048  0.502
F8 -1.9599 5.2676 3.5443  -0.317
C38 -1.6713 6.2853 4.3664  0.163
C39 -2.4747 6.5162 5.4776  0.024
C40 -2.1716 7.5725 6.3366  -0.289
C41 -1.0735 8.3936 6.0684  -0.577
C42 -0.2761 8.1567 4.9477  -0.420
C43 -0.5730 7.0937 4.0952  -0.518
H46 -3.3283 5.8731 5.6652  0.528
H47 -2.7889 7.7566 7.2124  0.263
H48 -0.8401 9.2201 6.7363  0.368
H49 0.5755 8.7997 4.7388  0.357
H50 0.0415 6.8898 3.2246  0.416
F9 4.1901 -4.9672 6.4409  -0.248
C44 5.3050 -5.4083 7.0383  0.596
C45 5.2876 -5.6847 8.4010  -0.480
C46 6.4469 -6.1489 9.0224  -0.397
C47 7.6148 -6.3213 8.2755  -0.447
C48 7.6236 -6.0362 6.9092  -0.592
C49 6.4613 -5.5828 6.2860  -0.210
H51 4.3734 -5.5369 8.9666  0.399
H52 6.4415 -6.3754 10.0857  0.343
H53 8.5200 -6.6791 8.7615  0.355
H54 8.5350 -6.1672 6.3308  0.346
H55 6.4480 -5.3649 5.2232  0.332
F10 -4.4506 5.9942 7.3359  -0.143
C50 -5.3184 6.3160 8.3045  0.173
C51 -6.6660 6.4630 7.9946  -0.118
C52 -7.5706 6.7929 9.0038  -0.473
C53 -7.1153 6.9831 10.3108  -0.469
C54 -5.7600 6.8382 10.6108  -0.483
C55 -4.8574 6.4974 9.6037  -0.395
H56 -7.0000 6.3196 6.9722  0.395
H57 -8.6274 6.9025 8.7733  0.359
H58 -7.8206 7.2448 11.0967  0.355
H59 -5.4073 6.9908 11.6280  0.353
H60 -3.8019 6.3720 9.8209  0.409
F11 -5.3829 -1.8951 1.4015  -0.321
C56 -4.2680 -2.3362 1.9989  0.204
C57 -4.2854 -2.6126 3.3616  -0.569
C58 -3.1261 -3.0768 3.9830  -0.469
C59 -1.9582 -3.2492 3.2361  -0.353
C60 -1.9494 -2.9641 1.8698  -0.422
C61 -3.1117 -2.5107 1.2466  -0.284
H61 -5.1996 -2.4648 3.9272  0.403
H62 -3.1315 -3.3032 5.0463  0.353
H63 -1.0530 -3.6070 3.7221  0.422
H64 -1.0380 -3.0951 1.2914  0.436
H65 -3.1250 -2.2928 0.1838  0.610


# 2
Computed, not measured: a molecular structure, C61H65N4P2Pd, with ωB97M-V/def2-TZVPD.

Summary:
Orbital gap: 4.76 eV
Net charge: +1
DFT total energy: -3392.792095 hartree
2S+1: 1

Each line ends with the Mulliken charge.
CARTESIAN COORDINATES (ANGSTROEM)
C1 0.9410 0.1514 1.2035  -0.400
C2 0.4672 1.5842 1.2068  -0.963
N1 -0.7429 1.7139 0.3298  -0.278
C3 -0.3978 1.2790 -1.0750  -0.961
C4 0.0748 -0.1457 -1.0460  -0.411
N2 0.0687 -0.7111 0.3527  0.603
C5 -1.3432 -0.6114 0.8509  -0.251
C6 -1.8330 0.8147 0.8405  -0.978
H1 1.9554 0.0690 0.7890  0.545
H2 0.9176 -0.2866 2.2146  0.118
H3 0.1780 1.8977 2.2197  0.389
H4 1.2439 2.2516 0.8115  0.283
H5 -1.3080 1.3718 -1.6771  0.388
H6 0.3802 1.9432 -1.4600  0.306
H7 -0.5853 -0.7913 -1.6398  0.114
H8 1.0994 -0.2414 -1.4141  0.351
H9 -1.9524 -1.2363 0.1825  0.498
H10 -1.3608 -1.0381 1.8627  0.088
H11 -2.1022 1.1483 1.8484  0.361
H12 -2.6921 0.9238 0.1674  0.314
C7 5.7644 -4.3010 6.4323  -1.007
N3 4.3327 -4.2659 6.2533  0.121
C8 3.5711 -4.1018 7.4671  -1.107
C9 3.7478 -4.0263 5.0345  1.402
C10 2.4493 -3.4681 4.9614  -0.505
C11 1.8813 -3.1327 3.7369  -0.356
C12 2.5536 -3.4576 2.5396  -0.285
C13 1.9809 -3.2226 1.2366  -0.056
C14 0.6342 -3.3368 1.0151  1.934
C15 -0.0940 -3.8275 -0.1588  -2.288
C16 0.3164 -3.4326 -1.5227  2.910
C17 -0.6262 -3.5247 -2.5638  -0.782
C18 -0.3137 -3.1482 -3.8620  -1.061
C19 1.0227 -2.8219 -4.2152  -0.059
N4 1.4164 -2.6330 -5.5097  0.293
C20 2.8185 -2.6313 -5.8644  -1.084
C21 0.4642 -2.4947 -6.5886  -1.115
C22 1.9652 -2.7275 -3.1659  -0.516
C23 1.5789 -2.9038 -1.8437  -1.417
Pd1 -0.0161 -5.9521 0.2703  -0.488
P1 -0.5409 -6.6181 2.3687  1.557
C24 -1.9738 -7.6852 2.0117  1.012
C25 -1.9960 -9.0589 2.3144  -0.408
C26 -3.0805 -9.8364 1.9042  -0.968
C27 -4.1110 -9.2701 1.1459  -0.632
C28 -4.0498 -7.9217 0.7761  -0.854
C29 -2.9810 -7.1309 1.2018  -0.466
C30 0.6183 -7.5658 3.3677  1.119
C31 0.1635 -8.3476 4.4471  -0.371
C32 1.0754 -9.0715 5.2204  -0.977
C33 2.4447 -9.0135 4.9190  -0.890
C34 2.9040 -8.1947 3.8826  -0.587
C35 2.0033 -7.4427 3.1238  -1.093
C36 -1.0935 -5.3270 3.5246  1.235
C37 -0.6160 -5.2395 4.8485  -0.458
C38 -1.0464 -4.2081 5.6841  -0.550
C39 -1.9205 -3.2281 5.2044  -0.930
C40 -2.4261 -3.3274 3.9028  -0.678
C41 -2.0361 -4.3876 3.0774  -0.226
P2 1.2278 -7.2921 -1.0377  1.514
C42 3.0129 -7.0098 -1.0761  0.065
C43 3.9478 -8.0158 -0.7576  -0.713
C44 5.3146 -7.7347 -0.8211  -0.655
C45 5.7627 -6.4667 -1.2063  -0.958
C46 4.8362 -5.4703 -1.5436  -0.496
C47 3.4697 -5.7417 -1.4782  0.069
C48 0.9754 -9.0515 -0.7262  0.819
C49 0.2906 -9.8481 -1.6572  -0.807
C50 0.0503 -11.1927 -1.3694  -0.738
C51 0.4755 -11.7419 -0.1551  -0.839
C52 1.1458 -10.9465 0.7822  -0.750
C53 1.3915 -9.6037 0.4984  -0.094
C54 0.5913 -6.9386 -2.6956  0.311
C55 1.4195 -6.6927 -3.8012  -0.651
C56 0.8472 -6.4180 -5.0459  -0.529
C57 -0.5487 -6.4006 -5.1957  -0.651
C58 -1.3695 -6.6200 -4.0884  -0.803
C59 -0.8088 -6.8840 -2.8417  -0.464
C60 3.8202 -4.0930 2.6061  -0.816
C61 4.3900 -4.4154 3.8223  -1.060
H13 6.2839 -4.3446 5.4740  0.323
H14 6.0958 -3.4006 6.9750  0.338
H15 6.0391 -5.1750 7.0391  0.321
H16 2.6001 -4.6097 7.4033  0.340
H17 4.1425 -4.5360 8.2936  0.348
H18 3.3917 -3.0377 7.6880  0.332
H19 1.8863 -3.3026 5.8828  0.458
H20 0.9573 -2.5616 3.7097  0.246
H21 2.7141 -3.3226 0.4301  0.154
H22 -0.0040 -3.0307 1.8464  -0.655
H23 -1.1920 -3.7898 -0.0155  0.682
H24 -1.6166 -3.9119 -2.3388  0.430
H25 -1.0882 -3.1572 -4.6293  0.485
H26 3.3471 -3.4830 -5.4154  0.363
H27 2.8836 -2.7078 -6.9535  0.384
H28 3.3191 -1.7063 -5.5481  0.317
H29 -0.3754 -1.8589 -6.2941  0.355
H30 0.9915 -2.0310 -7.4294  0.414
H31 0.0772 -3.4714 -6.9182  0.305
H32 2.9949 -2.4569 -3.3968  0.586
H33 2.2787 -2.5955 -1.0827  0.788
H34 -1.1696 -9.5216 2.8565  0.479
H35 -3.1026 -10.8933 2.1713  0.448
H36 -4.9529 -9.8870 0.8284  0.379
H37 -4.8259 -7.4848 0.1470  0.446
H38 -2.9048 -6.0976 0.8456  0.016
H39 -0.9062 -8.3805 4.6847  0.624
H40 0.7081 -9.6768 6.0516  0.441
H41 3.1480 -9.6176 5.5005  0.453
H42 3.9748 -8.1430 3.6571  0.482
H43 2.3649 -6.7721 2.3354  0.241
H44 0.0726 -5.9909 5.2370  0.201
H45 -0.6935 -4.1767 6.7191  0.499
H46 -2.2083 -2.3922 5.8499  0.373
H47 -3.1417 -2.5897 3.5335  0.501
H48 -2.4956 -4.4911 2.0918  0.020
H49 3.6008 -9.0184 -0.5060  0.443
H50 6.0278 -8.5242 -0.5805  0.441
H51 6.8341 -6.2589 -1.2536  0.389
H52 5.1790 -4.4865 -1.8717  0.498
H53 2.7422 -4.9801 -1.7786  0.200
H54 -0.0369 -9.4135 -2.6029  0.360
H55 -0.4749 -11.8063 -2.1000  0.445
H56 0.2793 -12.7941 0.0649  0.391
H57 1.4789 -11.3678 1.7330  0.464
H58 1.9115 -8.9781 1.2308  0.334
H59 2.5069 -6.7378 -3.6967  0.505
H60 1.4904 -6.2160 -5.9029  0.436
H61 -0.9897 -6.2001 -6.1762  0.428
H62 -2.4579 -6.5747 -4.1918  0.417
H63 -1.4544 -7.0241 -1.9673  0.451
H64 4.3466 -4.2971 1.6711  0.386
H65 5.3115 -4.9955 3.8615  0.258


# 3
Computed, not measured: a molecular structure, C61H67BaClIN8O2P, with ωB97M-V/def2-TZVPD.

Summary:
Relative energy (zero: lowest compared OMol25 entry of this formula, charge and spin): 0.000 eV
Orbital gap: 7.72 eV
DFT total energy: -4077.956095 hartree
2S+1: 1

Each line ends with the Mulliken charge.
CARTESIAN COORDINATES (ANGSTROEM)
Ba1 0.1121 -0.5496 -0.1108  0.186
C1 2.6375 3.1228 -1.4749  -1.717
C2 2.0459 2.3377 -2.6272  0.425
C3 0.7682 2.8271 -3.2565  0.179
C4 0.4115 2.3267 -4.5126  -0.752
C5 -0.7296 2.7961 -5.1255  -0.249
C6 -1.5024 3.7492 -4.4719  -0.766
C7 -1.0912 4.1680 -3.2233  -0.369
N1 0.0194 3.7269 -2.6221  -0.109
N2 2.0575 2.8768 -0.1366  1.762
C8 1.2744 4.0407 0.2471  -1.047
C9 0.3828 3.9831 1.4646  0.603
C10 -0.5710 4.9980 1.5708  -0.998
C11 -1.3607 5.0773 2.6975  -0.472
C12 -1.1720 4.1479 3.7108  -1.116
C13 -0.2153 3.1700 3.5186  -0.458
N3 0.5319 3.0603 2.4131  0.352
C14 3.1415 2.6175 0.8104  -1.663
C15 3.8612 1.3111 0.5707  0.714
C16 5.2482 1.2689 0.6308  -0.609
C17 5.8966 0.0526 0.5014  -0.907
C18 5.1382 -1.0874 0.3002  -1.062
C19 3.7595 -0.9574 0.2404  -0.876
N4 3.1268 0.2124 0.3778  1.094
H1 2.6304 4.1974 -1.6973  0.407
H2 3.6869 2.8273 -1.4297  0.678
H3 1.9139 1.2960 -2.3195  -0.810
H4 2.7960 2.3019 -3.4230  0.649
H5 1.0392 1.5827 -4.9894  0.423
H6 -1.0154 2.4310 -6.1046  0.394
H7 -2.4041 4.1495 -4.9160  0.428
H8 -1.6680 4.9046 -2.6722  0.471
H9 0.6400 4.2758 -0.6075  0.260
H10 1.9348 4.9173 0.3907  0.293
H11 -0.6782 5.7156 0.7660  0.472
H12 -2.1069 5.8564 2.7925  0.434
H13 -1.7519 4.1768 4.6233  0.457
H14 -0.0330 2.4284 4.2862  0.731
H15 2.7250 2.5858 1.8142  0.419
H16 3.8829 3.4326 0.7795  0.181
H17 5.8080 2.1840 0.7788  0.543
H18 6.9776 -0.0015 0.5477  0.431
H19 5.5984 -2.0602 0.1851  0.571
H20 3.1290 -1.8244 0.0829  0.582
C20 -4.5192 -0.8382 0.6590  -0.445
C21 -3.5974 -2.0510 0.8444  -0.860
N5 -2.5951 -2.1951 -0.2145  0.930
C22 -3.1426 -2.8113 -1.4208  -0.962
C23 -2.1099 -2.8222 -2.5403  -0.622
N6 -1.6546 -1.4930 -2.9263  1.427
C24 -2.2088 -0.9766 -4.1736  -0.634
C25 -3.6434 -0.4707 -4.0334  -0.833
C26 -3.7787 0.9095 -3.4090  -0.652
N7 -3.0610 1.0650 -2.1462  1.073
C27 -3.7145 1.9969 -1.2525  -1.302
C28 -2.9205 2.2053 0.0195  0.148
N8 -2.7666 0.9565 0.7748  0.695
C29 -4.0111 0.4270 1.3481  -0.992
H21 -5.5034 -1.0705 1.0741  0.417
H22 -4.6665 -0.6424 -0.4077  0.100
H23 -4.2022 -2.9646 0.9268  0.530
H24 -3.0619 -1.9484 1.7933  0.013
H25 -1.8976 -2.8491 0.1416  -0.428
H26 -4.0289 -2.2553 -1.7289  0.287
H27 -3.4655 -3.8457 -1.2294  0.589
H28 -2.5278 -3.3706 -3.3959  0.305
H29 -1.2481 -3.4064 -2.1976  0.020
H30 -0.6420 -1.4771 -2.9957  -0.704
H31 -2.1834 -1.7455 -4.9600  0.509
H32 -1.5664 -0.1554 -4.5024  0.057
H33 -4.2182 -1.1956 -3.4530  0.158
H34 -4.1100 -0.4321 -5.0212  0.482
H35 -4.8510 1.1225 -3.2811  0.358
H36 -3.4017 1.6550 -4.1176  0.094
H37 -2.8894 0.1680 -1.7024  -0.272
H38 -4.7436 1.6865 -1.0018  0.392
H39 -3.8039 2.9645 -1.7555  0.539
H40 -3.4092 2.9870 0.6186  0.401
H41 -1.9231 2.5643 -0.2536  -0.517
H42 -2.1175 1.1424 1.5308  -0.429
H43 -4.7888 1.2002 1.3248  0.324
H44 -3.8363 0.1924 2.4003  0.386
I1 -1.1176 -0.3217 3.8743  0.336
C30 -1.3069 -1.6148 5.5240  0.161
C31 -2.5797 -1.5905 6.0197  -0.632
C32 -2.9197 -2.2830 7.1967  -0.984
C33 -1.9458 -2.9548 7.8626  -0.821
C34 -0.6179 -3.0026 7.3671  0.797
C35 0.3392 -3.7178 8.1254  -0.790
C36 1.6258 -3.8253 7.7000  -1.306
C37 1.9804 -3.2612 6.4635  0.145
C38 1.1058 -2.5604 5.6710  0.799
P1 1.7326 -2.0939 3.9661  0.975
C39 2.3599 -3.6945 3.3307  0.111
C40 1.5506 -4.8281 3.4547  -0.977
C41 1.8921 -6.0169 2.8310  -0.633
C42 3.0453 -6.0950 2.0583  -0.591
C43 3.8408 -4.9704 1.9050  -0.847
C44 3.4967 -3.7768 2.5301  -0.387
C45 3.2743 -1.1770 4.4087  0.564
C46 3.2477 0.2119 4.2661  -0.508
C47 4.3397 0.9925 4.6252  -0.353
C48 5.4951 0.3929 5.1023  -0.608
C49 5.5492 -0.9898 5.2191  -0.938
C50 4.4502 -1.7641 4.8774  -0.134
C51 -0.2469 -2.3617 6.1407  0.185
H45 -3.3387 -1.0125 5.5117  0.432
H46 -3.9370 -2.2530 7.5639  0.408
H47 -2.1637 -3.4738 8.7883  0.348
H48 0.0167 -4.1789 9.0518  0.375
H49 2.3633 -4.3655 8.2803  0.425
H50 2.9923 -3.4203 6.1088  0.143
H51 0.6423 -4.7786 4.0443  0.425
H52 1.2513 -6.8831 2.9390  0.412
H53 3.3122 -7.0228 1.5679  0.397
H54 4.7351 -5.0175 1.2955  0.404
H55 4.1173 -2.9009 2.3800  0.543
H56 2.3705 0.6959 3.8588  0.218
H57 4.2858 2.0690 4.5189  0.438
H58 6.3526 0.9965 5.3731  0.404
H59 6.4513 -1.4706 5.5777  0.416
H60 4.5221 -2.8409 4.9782  0.310
Cl1 0.7267 -5.7364 -1.4962  -0.243
C52 1.3530 -4.2034 -0.8414  0.782
C53 0.4987 -3.5760 0.2585  0.389
O1 -0.5283 -4.0985 0.6664  -0.915
O2 0.9704 -2.4391 0.6585  0.206
H61 1.4409 -3.4891 -1.6600  -0.631
H62 2.3501 -4.3895 -0.4446  0.184
C54 1.2450 -0.9823 -2.4143  0.050
C55 1.7805 -1.1861 -3.5007  -0.278
C56 2.4252 -1.3697 -4.7720  0.110
C57 1.8508 -2.1704 -5.7625  -0.288
C58 2.4695 -2.3249 -6.9939  -0.722
C59 3.6737 -1.6866 -7.2602  -0.408
C60 4.2587 -0.8934 -6.2808  -0.738
C61 3.6428 -0.7369 -5.0486  -0.107
H63 0.9120 -2.6690 -5.5555  0.512
H64 2.0099 -2.9500 -7.7496  0.396
H65 4.1558 -1.8108 -8.2216  0.388
H66 5.2011 -0.3968 -6.4772  0.389
H67 4.1016 -0.1304 -4.2774  0.519